Entry 1:
Below is a structure of composition C47H46As3N2SSeV at a distorted geometry, with properties calculated with ωB97M-V with the def2-TZVPD basis set.

```
101
Properties=species:S:1:pos:R:3:forces:R:3
V 0.2704 0.1561 0.4388 1.5371 -0.8133 -2.0340
C 0.8507 -1.9659 4.0775 -0.1559 0.2484 0.2415
C 0.7791 -1.6800 2.7188 0.2334 -0.3232 -0.0895
N 0.3690 -0.5074 2.2441 0.2786 -0.4856 2.2797
C -0.0038 0.4383 3.1332 -0.1298 0.0841 0.9391
C 0.1057 0.2654 4.5299 0.0291 -0.3221 -0.6048
C 0.5366 -0.9865 5.0000 -0.0326 0.1369 -0.3941
C -0.2209 1.3669 5.3673 -0.1884 0.5976 0.0827
C -0.6651 2.5413 4.8475 0.1614 -0.3327 0.4881
C -0.8570 2.7110 3.4483 -0.0687 -0.3257 -0.7451
C -1.3452 3.8857 2.8532 0.1123 -0.2447 -0.2477
C -1.4778 3.9256 1.4801 -0.0231 -0.0873 0.3439
C -1.1631 2.7999 0.7251 -0.0007 0.3357 -0.4469
N -0.6969 1.6757 1.2495 -0.0669 1.1238 0.5576
C -0.5326 1.6364 2.5928 -0.2380 0.5772 0.8956
H 1.1685 -2.9490 4.3883 0.0578 -0.0398 0.0202
H 1.1019 -2.4119 1.9840 -0.0201 0.1730 0.0560
H 0.6149 -1.1587 6.0624 0.0328 -0.0648 0.1043
H -0.0840 1.2531 6.4323 -0.0450 0.0298 0.1177
H -0.8783 3.3778 5.4955 -0.0647 0.0626 0.1004
H -1.6026 4.7320 3.4695 -0.0299 0.1400 0.0575
H -1.8389 4.8093 0.9775 -0.0358 0.0481 -0.0339
H -1.2742 2.8185 -0.3574 0.0140 0.0435 0.1876
C -2.7653 -0.8571 -1.3531 -0.1057 -0.0393 -0.0936
C -2.1655 0.2168 -2.2599 -0.2079 0.1211 -0.0289
As -0.2383 0.6197 -1.9351 -0.6380 0.0721 -2.0245
C -0.1727 2.2330 -3.0540 0.0647 -0.0089 0.2701
C -0.7455 2.2432 -4.3255 -0.0158 -0.3241 0.1283
C -0.7582 3.4045 -5.0763 -0.0085 -0.0154 -0.0355
C -0.1895 4.5631 -4.5697 0.0318 0.0651 0.0272
C 0.4052 4.5555 -3.3197 0.0178 0.0736 -0.0216
C 0.4144 3.3947 -2.5621 0.0372 -0.2659 0.3009
C 0.5303 -0.6547 -3.1959 0.2373 -0.1547 0.1404
C 1.5051 -0.2829 -4.1174 -0.1180 0.4314 0.2461
C 2.0633 -1.2236 -4.9654 0.0161 -0.0016 -0.0197
C 1.6593 -2.5457 -4.8948 0.0072 -0.0670 -0.0258
C 0.7162 -2.9336 -3.9588 0.0296 -0.0660 -0.0796
C 0.1680 -1.9951 -3.1038 -0.3215 0.1709 0.2632
As -1.9942 -0.8967 0.4731 -1.2753 -0.8298 -0.7068
C -2.7697 -2.6298 0.9973 0.2929 0.0589 0.0519
C -4.1460 -2.8421 0.9029 0.0554 0.3246 -0.0904
C -4.6854 -4.0828 1.1958 -0.0250 0.0196 -0.0167
C -3.8610 -5.1237 1.5970 0.0285 -0.0050 0.0230
C -2.4966 -4.9197 1.7109 -0.0098 -0.0835 0.0241
C -1.9547 -3.6788 1.4102 0.2181 0.2673 -0.0596
C -3.2564 0.2469 1.4277 -0.0986 0.0256 0.1268
C -3.7973 1.3734 0.8169 0.0751 -0.1619 -0.2446
C -4.6494 2.2193 1.5045 -0.0548 0.0541 -0.0006
C -4.9858 1.9406 2.8182 -0.0413 -0.0146 0.0082
C -4.4535 0.8235 3.4423 0.0406 0.0266 0.1061
C -3.5785 -0.0055 2.7589 0.1981 -0.3157 -0.0949
H -2.5680 -1.8574 -1.7645 -0.0311 0.2315 0.1924
H -3.8583 -0.7473 -1.2905 0.2998 -0.0463 0.0431
H -2.6902 1.1726 -2.1221 0.1397 -0.1608 -0.0631
H -2.2933 -0.0724 -3.3129 0.1220 0.1509 0.2788
H -1.1665 1.3269 -4.7300 0.0031 0.1374 -0.0172
H -1.2083 3.4094 -6.0579 -0.0348 -0.0211 -0.0731
H -0.2068 5.4714 -5.1521 0.0096 0.0855 -0.0732
H 0.8610 5.4545 -2.9324 0.0403 0.0945 0.0382
H 0.8833 3.3769 -1.5784 -0.0551 0.0652 -0.1352
H 1.8333 0.7527 -4.1548 -0.0406 -0.1029 -0.1106
H 2.8137 -0.9309 -5.6851 0.0594 0.0716 -0.0291
H 2.0934 -3.2758 -5.5593 0.0432 -0.1030 -0.0738
H 0.4287 -3.9721 -3.8837 -0.0329 -0.0566 0.0433
H -0.5266 -2.3132 -2.3268 0.0930 0.0098 -0.2120
H -4.7994 -2.0272 0.6026 0.0379 -0.0927 0.0322
H -5.7513 -4.2424 1.1115 -0.0429 0.0276 -0.0061
H -4.2861 -6.0901 1.8248 -0.0173 -0.0653 0.0181
H -1.8557 -5.7282 2.0330 0.0579 -0.0233 0.0058
H -0.8836 -3.5206 1.4960 -0.0893 -0.0831 -0.0192
H -3.5429 1.5985 -0.2126 -0.0943 0.0087 0.0006
H -5.0485 3.0953 1.0120 -0.0574 0.0253 -0.0261
H -5.6700 2.5831 3.3512 -0.0486 0.0686 0.0543
H -4.7259 0.6012 4.4641 0.0273 -0.0386 0.0727
H -3.1506 -0.8780 3.2489 -0.1343 0.0739 0.0273
Se 2.2824 -1.0389 -0.2688 0.4901 -0.1809 -0.2697
C 2.5261 -2.8383 -0.9119 -0.3158 0.2849 0.3052
C 3.7610 -3.1888 -1.4523 -0.1313 0.2447 0.1127
C 3.9827 -4.4792 -1.8930 0.0356 -0.1293 -0.1099
C 2.9766 -5.4279 -1.7980 -0.0103 -0.1032 -0.0315
C 1.7568 -5.0846 -1.2406 -0.0973 -0.1525 0.0015
C 1.5280 -3.7952 -0.7982 -0.0417 0.0970 0.0865
H 4.5439 -2.4446 -1.5162 0.0226 0.0240 -0.0393
H 4.9412 -4.7519 -2.3128 0.0446 0.0178 -0.0257
H 3.1376 -6.4348 -2.1520 0.0647 -0.0872 -0.0150
H 0.9803 -5.8291 -1.1505 -0.1166 -0.0943 -0.0023
H 0.5688 -3.5178 -0.3694 0.0439 -0.0410 -0.0466
C 4.4575 4.0295 -0.5354 -0.0684 -0.1924 0.1382
As 4.0881 2.3939 0.4711 0.6707 0.2537 -0.0690
C 4.9598 2.6790 2.1938 -0.0931 -0.0573 -0.1486
C 5.0865 1.0108 -0.4515 -0.1422 -0.0034 0.0918
S 2.0258 2.1626 0.7639 -0.3665 0.0154 0.1025
H 5.5225 4.2487 -0.4599 0.0035 -0.0224 -0.0193
H 3.8868 4.8637 -0.1203 0.0217 -0.2167 0.0110
H 4.1890 3.8929 -1.5855 -0.0271 -0.0752 0.1614
H 5.9782 3.0319 2.0361 0.0119 -0.0194 -0.0407
H 4.9824 1.7446 2.7581 -0.0725 0.0572 -0.1408
H 4.3991 3.4255 2.7627 0.0062 -0.1246 -0.1953
H 6.1310 1.3081 -0.4881 0.0998 0.1308 0.0043
H 4.6897 0.8941 -1.4616 -0.0159 0.0346 0.1519
H 4.9820 0.0626 0.0766 -0.0585 0.1639 -0.0309
```
Positions in Å, forces in eV/Å.

Output
Expectation value of S² = 0.795
Highest occupied orbital energy (spin up / spin down) = -9.27 / -8.53 eV
Spin multiplicity = 2
Max |F| = 2.7 eV/A
Net charge = +1
Energy = -336846.55169 eV
E_LUMO (spin up / spin down) = -2.9 / -2.9 eV

Entry 2:
Below is a structure of composition C47H46AsKN9PS3, with properties calculated with ωB97M-V with the def2-TZVPD basis set.

```
108
Properties=species:S:1:pos:R:3:forces:R:3
K -0.1784 -1.1312 -2.1710 -0.4308 0.2274 0.1125
C -1.5593 2.9605 -4.7015 -0.0235 0.1106 -0.1078
C -1.6565 4.1310 -3.7309 0.0261 0.1340 -0.0749
S -2.0958 3.6544 -2.0429 -0.0977 -0.0577 0.0524
C -0.7827 4.4451 -1.0960 0.0044 0.1665 0.1354
C 0.6529 4.0592 -1.4242 0.0913 0.1409 0.0096
S 0.9769 2.2868 -1.3225 0.0736 -0.0469 0.0315
C 1.8699 1.9832 -2.8667 0.0548 -0.0033 -0.1280
C 1.1348 2.3447 -4.1608 0.1570 0.0198 0.0891
S -0.4910 1.5744 -4.2792 -0.1449 -0.1190 -0.1358
H -1.2817 3.3549 -5.6850 0.0211 -0.0360 0.0162
H -2.5418 2.5030 -4.8269 -0.0085 -0.0953 0.0614
H -2.4010 4.8350 -4.1157 0.0015 -0.0294 0.0391
H -0.7120 4.6740 -3.7075 0.0466 0.0054 0.0679
H -1.0053 4.1824 -0.0611 -0.0382 -0.0738 0.0049
H -0.8675 5.5359 -1.1647 -0.0458 -0.0479 -0.0272
H 1.3014 4.5818 -0.7127 -0.0006 -0.0418 -0.0098
H 0.9315 4.4206 -2.4131 0.0081 -0.0476 -0.0653
H 2.0823 0.9097 -2.8551 -0.0420 -0.0449 0.0358
H 2.8415 2.4904 -2.8529 -0.0692 0.0053 0.0333
H 1.7514 2.0052 -4.9964 -0.0324 -0.0187 -0.0049
H 1.0377 3.4276 -4.2540 -0.0548 0.0084 -0.0189
N 2.6579 -2.8779 -4.1990 0.0041 -0.1565 -0.0088
C 1.6024 -2.3694 -4.9904 0.2470 -0.1487 0.1590
N 1.3730 -2.8343 -6.2104 0.0145 0.0605 0.0857
N 0.2931 -2.1338 -6.6134 0.0162 -0.1145 -0.1769
N -0.0827 -1.3218 -5.6869 -0.0327 0.1890 0.0069
N 0.7485 -1.4234 -4.6187 0.0693 -0.1600 -0.3485
C 2.4329 -3.0620 -2.8252 0.0303 0.0781 -0.2726
N 2.4674 -4.2485 -2.2207 0.0047 -0.0797 -0.0471
N 2.1611 -3.9770 -0.9495 0.0485 -0.1183 0.1174
N 1.9512 -2.7021 -0.8123 0.1514 0.0826 0.0684
N 2.1441 -2.0793 -1.9900 0.4159 -0.0482 0.1774
H 2.9705 -3.7490 -4.6076 0.0116 0.0565 -0.0073
C -1.6649 -3.6446 0.5768 0.0971 -0.1070 -0.1220
C -1.9463 -2.9897 1.8934 0.0220 -0.0541 0.0942
C -2.0972 -3.7792 3.0257 0.0828 -0.0268 0.0520
C -2.3570 -3.2265 4.2712 -0.0027 -0.0469 0.0029
C -2.4644 -1.8524 4.3930 -0.0118 -0.0019 0.0392
C -2.3396 -1.0529 3.2656 0.0192 0.0974 0.0609
C -2.0924 -1.5984 2.0117 -0.0330 0.0904 -0.1498
P -2.1025 -0.6442 0.4299 0.0865 -0.0316 0.0265
C -2.1571 1.0788 1.0850 -0.1598 -0.0452 -0.0660
C -0.9981 1.4642 1.7583 0.1468 -0.1257 0.0978
C -0.8778 2.6918 2.3849 -0.0065 0.0426 0.0138
C -1.9410 3.5823 2.3188 0.0740 0.0579 -0.0119
C -3.0676 3.2432 1.5863 -0.0292 0.0465 -0.0198
C -3.1983 2.0084 0.9503 0.0613 -0.0082 0.0053
C -4.4353 1.7476 0.1381 -0.0938 0.0120 -0.0503
C -3.6779 -1.2090 -0.2204 0.0167 0.1393 -0.0598
C -4.6734 -1.6859 0.6359 -0.1057 0.0086 0.2365
C -5.7691 -2.3982 0.2035 0.0281 -0.0085 -0.0709
C -5.8325 -2.7021 -1.1786 -0.1681 -0.1294 -0.0245
C -4.9046 -2.2367 -2.0533 -0.0126 0.0068 -0.0838
C -3.8198 -1.3617 -1.6581 -0.0708 -0.1162 -0.0204
C -3.0280 -0.7817 -2.6167 -0.0674 0.2028 0.1227
H -1.3663 -4.6827 0.7216 -0.0383 -0.0413 -0.0102
H -0.8450 -3.1479 0.0520 0.0153 0.0236 0.0297
H -2.5417 -3.6093 -0.0736 -0.0170 -0.0028 -0.0175
H -1.9898 -4.8533 2.9226 -0.0198 -0.0266 0.0158
H -2.4657 -3.8691 5.1368 0.0002 -0.0023 0.0301
H -2.6592 -1.3966 5.3567 -0.0003 -0.0028 0.0138
H -2.4584 0.0180 3.3676 0.0046 0.0303 0.0001
H -0.1725 0.7582 1.8234 -0.0838 0.0393 -0.0261
H 0.0385 2.9390 2.9071 0.0184 0.0357 0.0281
H -1.8796 4.5515 2.8003 0.0064 0.0098 0.0147
H -3.8781 3.9575 1.4851 0.0006 0.0207 0.0191
H -4.9637 2.6889 -0.0256 -0.0296 -0.0128 0.0012
H -5.1059 1.0441 0.6325 -0.0113 0.0023 0.0123
H -4.1976 1.3140 -0.8332 0.0262 0.0014 -0.0435
H -4.5617 -1.5198 1.7045 -0.0028 -0.0027 -0.0457
H -6.5039 -2.7751 0.9009 -0.0455 -0.0086 0.0288
H -6.6381 -3.3289 -1.5565 0.0289 0.0321 0.0393
H -4.9905 -2.4730 -3.1093 0.0132 -0.0178 0.0048
H -2.3393 0.0160 -2.3808 -0.0589 0.1886 0.0823
H -3.1313 -1.0390 -3.6613 -0.0642 0.0176 -0.0852
C 6.8448 -1.3495 -0.0950 0.0725 0.0459 -0.0459
C 6.1501 -2.0445 0.8808 0.0025 -0.0741 0.0575
C 4.8208 -1.7453 1.1452 0.0304 -0.1105 0.0935
C 4.1798 -0.7491 0.4292 -0.2143 0.2180 -0.0407
C 4.8696 -0.0728 -0.5698 0.0671 0.0110 -0.0599
C 6.1998 -0.3622 -0.8257 0.0098 -0.0020 -0.0299
As 2.3162 -0.2149 0.7026 -0.0116 -0.0168 -0.0446
C 2.6945 1.3080 1.8978 -0.0600 -0.1538 -0.0078
C 3.0979 2.5871 1.5489 -0.0125 0.0704 -0.0168
C 3.1969 3.5735 2.5211 0.0368 0.0924 -0.0530
C 2.8786 3.2884 3.8430 0.0371 0.0743 0.0464
C 2.4711 2.0147 4.2006 0.0202 -0.0340 -0.0072
C 2.3820 1.0203 3.2302 -0.0151 0.0285 0.1142
C 1.9574 -0.3691 3.4789 -0.0195 -0.0156 0.0459
C 1.6029 -0.9027 4.7138 0.0252 0.0354 -0.0122
C 1.2290 -2.2329 4.7976 -0.0295 -0.0536 0.0883
C 1.2006 -3.0326 3.6623 -0.0226 -0.0231 -0.0398
C 1.5329 -2.5061 2.4218 -0.0242 -0.0260 0.1142
C 1.9157 -1.1763 2.3404 0.0106 -0.0501 -0.1944
H 7.8822 -1.5840 -0.2975 0.0259 -0.0259 -0.0136
H 6.6402 -2.8337 1.4370 0.0183 -0.0188 0.0157
H 4.2840 -2.3038 1.9031 0.0047 0.0335 -0.0212
H 4.3618 0.6728 -1.1723 -0.0386 0.0114 0.0172
H 6.7224 0.1681 -1.6114 0.0388 0.0078 -0.0194
H 3.3167 2.8273 0.5160 0.0020 -0.0299 -0.0382
H 3.5124 4.5727 2.2434 0.0025 0.0015 0.0137
H 2.9477 4.0650 4.5957 -0.0053 0.0043 0.0019
H 2.2229 1.7969 5.2319 -0.0215 0.0043 0.0194
H 1.6131 -0.2870 5.6055 -0.0061 0.0043 0.0041
H 0.9411 -2.6479 5.7565 -0.0061 -0.0101 -0.0121
H 0.8881 -4.0648 3.7360 -0.0127 -0.0551 0.0236
H 1.4946 -3.1113 1.5252 0.0032 -0.0268 -0.0333
```
Positions in Å, forces in eV/Å.

Output
Highest occupied orbital energy = -0.90 eV
Spin multiplicity = 1
Max |F| = 0.5 eV/A
Net charge = -2
Energy = -181856.06816 eV
E_LUMO = 3.5 eV